--- w ---
Density functional theory data (the ωB97M-V functional and the def2-TZVPD basis) for a structure of composition C10H13NNiO5.

Computed properties:
gap between HOMO and LUMO (alpha / beta) = 6.91 / 3.91 eV
2S+1 = 3
net charge = +2

Last column: Mulliken charge in e.
Positions of all 30 atoms, in Å:
Ni1 0.04 0.02 -1.18  0.065
O1 -0.08 2.99 -0.55  -0.053
C1 0.16 1.98 -1.08  0.518
C2 -0.20 -1.79 -1.42  0.683
O2 -0.60 -2.88 -1.24  -0.095
C3 1.80 0.08 -1.72  0.316
O3 2.92 0.44 -1.68  -0.096
C4 -1.91 -0.02 -1.41  0.283
O4 -2.96 0.33 -0.96  -0.082
C5 -0.14 0.87 -5.78  -0.491
H1 -1.06 1.48 -5.75  0.276
H2 0.83 1.39 -5.72  0.288
C6 -0.21 -0.50 -5.84  -0.499
H3 0.71 -1.11 -5.84  0.287
H4 -1.18 -1.02 -5.86  0.281
C7 0.30 -0.31 4.56  -0.852
N1 -0.19 0.11 3.27  0.064
C8 -1.30 1.03 3.32  -0.695
C9 0.28 -0.25 2.03  0.784
C10 1.41 -1.22 1.82  -1.080
O5 -0.29 0.30 1.02  -0.608
H5 -0.33 0.18 5.32  0.253
H6 1.35 -0.03 4.75  0.365
H7 0.25 -1.40 4.73  0.366
H8 -1.05 1.98 2.80  0.259
H9 -2.18 0.63 2.77  0.259
H10 -1.53 1.21 4.38  0.295
H11 1.13 -2.02 1.10  0.252
H12 2.30 -0.71 1.41  0.272
H13 1.70 -1.72 2.76  0.385

--- x ---
Density functional theory data (the ωB97M-V functional and the def2-TZVPD basis) for a structure of composition C10H13NNiO5.

Computed properties:
gap between HOMO and LUMO (alpha / beta) = 6.23 / 3.55 eV
2S+1 = 3
net charge = +2

Last column: Mulliken charge in e.
Positions of all 30 atoms, in Å:
Ni1 -0.79 -0.24 0.14  0.127
O1 -0.27 -1.40 2.80  -0.075
C1 -0.73 -0.97 1.83  0.482
C2 -1.21 0.39 -1.52  0.350
O2 -1.07 0.84 -2.57  -0.081
C3 -1.12 1.37 0.91  0.281
O3 -0.98 2.42 1.36  -0.094
C4 -1.02 -1.92 -0.55  0.374
O4 -0.87 -2.98 -0.98  -0.092
C5 -5.96 -0.79 1.16  -0.513
H1 -5.88 -1.87 1.32  0.264
H2 -5.89 -0.15 2.05  0.266
C6 -6.13 -0.28 -0.06  -0.506
H3 -6.22 0.80 -0.23  0.264
H4 -6.21 -0.92 -0.95  0.264
C7 4.38 0.71 -0.50  -0.889
N1 3.15 -0.03 -0.23  0.050
C8 3.24 -1.43 0.11  -0.645
C9 1.94 0.52 -0.27  0.960
C10 1.73 1.95 -0.62  -1.326
O5 1.01 -0.32 0.02  -0.322
H5 5.23 0.02 -0.39  0.247
H6 4.51 1.56 0.20  0.380
H7 4.38 1.13 -1.52  0.386
H8 2.79 -1.61 1.10  0.259
H9 2.66 -2.03 -0.61  0.254
H10 4.30 -1.71 0.10  0.287
H11 1.04 2.03 -1.46  0.305
H12 1.32 2.49 0.24  0.327
H13 2.66 2.43 -0.90  0.417

Which of them is most stable, and which least? Most stable: x; least stable: w.

--- w ---
Density functional theory data (the ωB97M-V functional and the def2-TZVPD basis) for the ion C6H13N with charge +1.

Computed properties:
gap between HOMO and LUMO (alpha / beta) = 10.54 / 7.46 eV
2S+1 = 2
net charge = +1

Last column: Mulliken charge in e.
Positions of all 20 atoms, in Å:
C1 -1.39 0.34 -2.22  -1.148
C2 0.14 0.60 -2.13  -0.683
C3 0.77 -0.04 -0.90  -0.524
N1 0.95 -1.60 1.64  -0.506
C4 0.38 -0.32 1.60  0.389
C5 0.16 0.36 0.38  -0.314
C6 -0.10 0.25 2.86  -0.990
H1 -1.61 -0.71 -2.33  0.328
H2 -1.92 0.75 -1.36  0.369
H3 -1.73 0.91 -3.09  0.336
H4 0.57 0.28 -3.04  0.391
H5 0.21 1.68 -1.95  0.301
H6 1.85 0.17 -0.88  0.399
H7 0.69 -1.13 -0.88  0.419
H8 1.80 -1.62 1.08  0.332
H9 0.30 -2.28 1.25  0.343
H10 -0.55 1.17 0.35  0.489
H11 -1.00 -0.24 3.24  0.321
H12 -0.18 1.32 2.77  0.369
H13 0.67 0.14 3.63  0.379

--- x ---
Density functional theory data (the ωB97M-V functional and the def2-TZVPD basis) for the ion C6H13N with charge +1.

Computed properties:
gap between HOMO and LUMO (alpha / beta) = 8.63 / 9.16 eV
2S+1 = 2
net charge = +1

Last column: Mulliken charge in e.
Positions of all 20 atoms, in Å:
C1 0.02 -1.19 -1.80  -1.136
C2 0.50 0.10 -1.13  -0.467
C3 -0.20 0.42 0.21  0.247
C4 -1.53 0.77 -0.04  -0.371
N1 -1.98 1.94 -0.52  -0.408
C5 0.19 -0.51 1.31  -0.330
C6 1.59 -0.24 1.88  -1.183
H1 -0.74 -1.12 -2.58  0.360
H2 -0.35 -1.89 -1.04  0.287
H3 0.88 -1.73 -2.19  0.337
H4 0.49 0.92 -1.86  0.497
H5 1.58 0.03 -0.97  0.334
H6 -2.31 0.06 0.25  0.409
H7 -2.38 2.55 0.20  0.347
H8 -1.19 2.50 -0.87  0.338
H9 0.17 -1.54 0.96  0.219
H10 -0.59 -0.53 2.08  0.518
H11 2.15 -1.17 1.98  0.328
H12 2.11 0.46 1.23  0.348
H13 1.61 0.18 2.89  0.327

Which of them is most stable, and which least? Most stable: w; least stable: x.

--- w ---
Density functional theory data (the ωB97M-V functional and the def2-TZVPD basis) for a cluster of 2 separate species, CH3NOS in total.

Computed properties:
gap between HOMO and LUMO (alpha / beta) = 8.26 / 8.28 eV
2S+1 = 1
net charge = 0

Last column: Mulliken charge in e.
Positions of all 7 atoms, in Å:
C1 -0.53 -0.27 0.55  -0.137
N1 0.65 -0.41 0.87  -0.238
O1 2.64 0.71 0.33  -0.443
S1 1.87 -0.41 -0.24  0.334
H1 -1.24 -0.19 1.44  0.242
H2 -0.84 -0.24 -0.51  0.224
H3 1.39 0.30 -2.12  0.017

--- x ---
Density functional theory data (the ωB97M-V functional and the def2-TZVPD basis) for a cluster of 2 separate species, CH3NOS in total.

Computed properties:
gap between HOMO and LUMO = 10.16 eV
2S+1 = 1
net charge = 0

Last column: Mulliken charge in e.
Positions of all 7 atoms, in Å:
C1 1.31 -0.29 0.10  0.096
N1 -1.30 0.79 -0.05  -0.507
O1 2.43 -0.57 -0.17  -0.341
S1 0.39 1.18 0.11  0.118
H1 0.25 -1.49 0.15  0.081
H2 -1.73 0.28 0.65  0.279
H3 -1.35 0.10 -0.79  0.275

--- y ---
Density functional theory data (the ωB97M-V functional and the def2-TZVPD basis) for a structure of composition CH3NOS.

Computed properties:
gap between HOMO and LUMO (alpha / beta) = 9.06 / 9.07 eV
2S+1 = 1
net charge = 0

Last column: Mulliken charge in e.
Positions of all 7 atoms, in Å:
C1 -0.14 0.13 -0.99  0.005
N1 -0.22 0.25 0.49  -0.128
O1 1.10 0.59 -0.75  -0.436
S1 0.14 -0.88 1.56  -0.025
H1 -0.41 -0.88 -1.42  0.212
H2 -0.95 0.75 -1.58  0.178
H3 0.49 0.04 2.69  0.193

--- z ---
Density functional theory data (the ωB97M-V functional and the def2-TZVPD basis) for an isolated molecule of CH3NOS.

Computed properties:
gap between HOMO and LUMO (alpha / beta) = 7.82 / 7.87 eV
2S+1 = 1
net charge = 0

Last column: Mulliken charge in e.
Positions of all 7 atoms, in Å:
C1 1.00 1.21 0.12  -0.294
S1 -0.22 0.04 0.74  0.509
N1 -0.79 -0.40 -0.82  -0.512
O1 0.77 -0.98 1.11  -0.549
H1 1.39 1.95 0.78  0.296
H2 -1.79 -0.54 -0.89  0.275
H3 -0.35 -1.28 -1.05  0.275

Which of them is most stable, and which least? Most stable: x; least stable: z.

--- w ---
Density functional theory data (the ωB97M-V functional and the def2-TZVPD basis) for an isolated molecule of C21H23N3O4.

Computed properties:
gap between HOMO and LUMO = 8.79 eV
2S+1 = 1
net charge = 0

Last column: Mulliken charge in e.
Positions of all 51 atoms, in Å:
C1 -0.75 -4.09 0.03  -0.512
O1 -1.85 -3.55 -0.66  -0.498
C2 -2.40 -2.36 -0.29  0.423
C3 -3.63 -2.09 -0.90  -0.780
C4 -4.31 -0.91 -0.67  -0.573
C5 -3.79 0.03 0.20  -0.245
C6 -4.45 1.37 0.39  -1.179
C7 -4.03 2.33 -0.75  -0.876
N1 -2.60 2.31 -0.93  -0.116
C8 -1.77 3.19 -0.33  0.438
O2 -2.12 4.25 0.16  -0.700
C9 -0.35 2.77 -0.31  0.039
C10 0.28 1.56 -0.55  0.048
C11 1.64 1.78 -0.22  0.574
C12 2.73 0.83 -0.27  0.358
C13 2.49 -0.52 -0.54  -0.407
C14 3.52 -1.44 -0.59  -1.098
C15 4.84 -1.04 -0.37  1.105
C16 5.95 -2.04 -0.44  -1.373
C17 5.09 0.29 -0.09  -0.886
C18 4.06 1.23 -0.03  -0.042
O3 4.40 2.50 0.26  -0.707
N2 1.80 3.04 0.19  -0.931
N3 0.60 3.61 0.14  0.023
C19 -2.58 -0.23 0.82  0.089
C20 -1.86 -1.40 0.59  1.040
O4 -0.64 -1.66 1.17  -0.411
C21 -0.15 -0.78 2.15  -0.886
H1 -0.60 -5.08 -0.41  0.310
H2 -0.94 -4.19 1.10  0.271
H3 0.16 -3.50 -0.12  0.047
H4 -4.02 -2.84 -1.57  0.444
H5 -5.25 -0.73 -1.16  0.444
H6 -4.14 1.81 1.34  0.318
H7 -5.53 1.28 0.38  0.482
H8 -4.50 2.02 -1.69  0.421
H9 -4.31 3.35 -0.51  0.449
H10 -2.21 1.42 -1.22  0.301
H11 -0.16 0.66 -0.92  0.600
H12 1.48 -0.85 -0.71  0.278
H13 3.30 -2.47 -0.80  0.400
H14 6.02 -2.45 -1.45  0.310
H15 6.90 -1.58 -0.18  0.351
H16 5.76 -2.87 0.24  0.330
H17 6.09 0.64 0.09  0.361
H18 3.58 3.04 0.31  0.479
H19 0.46 4.57 0.42  0.248
H20 -2.17 0.51 1.49  0.334
H21 -0.85 -0.69 2.99  0.426
H22 0.78 -1.23 2.49  0.254
H23 0.06 0.21 1.74  0.226

--- x ---
Density functional theory data (the ωB97M-V functional and the def2-TZVPD basis) for an isolated molecule of C21H23N3O4.

Computed properties:
gap between HOMO and LUMO = 8.62 eV
2S+1 = 1
net charge = 0

Last column: Mulliken charge in e.
Positions of all 51 atoms, in Å:
C1 4.26 3.33 -2.79  -1.370
C2 4.90 2.02 -2.33  -0.410
C3 4.11 1.33 -1.22  0.692
C4 4.33 2.01 0.13  -1.614
C5 4.52 -0.17 -1.14  -0.371
N1 4.03 -0.85 0.04  -0.239
C6 2.70 -1.18 0.12  0.826
C7 2.03 -1.35 1.33  -1.143
C8 0.70 -1.74 1.35  -0.567
C9 0.01 -1.98 0.17  0.190
C10 -1.40 -2.41 0.09  0.464
O1 -1.86 -2.96 -0.90  -0.684
N2 -2.16 -2.17 1.20  -0.155
C11 -3.57 -2.46 1.23  -1.132
C12 -4.40 -1.20 1.29  0.526
C13 -4.15 -0.18 0.38  -0.298
C14 -4.88 1.01 0.39  -1.044
C15 -5.87 1.13 1.33  1.012
C16 -6.13 0.10 2.24  0.863
C17 -5.41 -1.07 2.24  -1.253
O2 -7.16 0.48 3.07  -0.493
C18 -7.55 1.76 2.64  -0.233
O3 -6.73 2.17 1.57  -0.483
C19 0.69 -1.84 -1.05  -0.967
C20 2.02 -1.45 -1.07  0.517
N3 2.73 -1.37 -2.27  -0.091
C21 3.99 -0.88 -2.39  0.026
O4 4.61 -0.95 -3.42  -0.668
H1 4.85 3.77 -3.59  0.395
H2 4.21 4.05 -1.98  0.308
H3 3.26 3.15 -3.16  0.350
H4 5.91 2.22 -1.97  0.325
H5 4.98 1.35 -3.19  0.385
H6 3.04 1.37 -1.46  0.226
H7 5.36 1.88 0.46  0.370
H8 4.14 3.08 0.04  0.421
H9 3.66 1.62 0.89  0.340
H10 5.61 -0.24 -1.14  0.358
H11 4.47 -0.58 0.91  0.373
H12 2.56 -1.18 2.26  0.375
H13 0.23 -1.89 2.31  0.452
H14 -1.79 -1.60 1.94  0.274
H15 -3.79 -3.02 0.31  0.391
H16 -3.80 -3.10 2.09  0.343
H17 -3.37 -0.31 -0.35  0.414
H18 -4.68 1.80 -0.31  0.429
H19 -5.62 -1.85 2.95  0.386
H20 -8.60 1.74 2.31  0.242
H21 -7.44 2.48 3.47  0.240
H22 0.16 -2.06 -1.96  0.457
H23 2.31 -1.77 -3.10  0.244

Which of them is most stable, and which least? Most stable: x; least stable: w.

--- w ---
Density functional theory data (the ωB97M-V functional and the def2-TZVPD basis) for a cluster of 2 separate species, C4H12OS2 in total.

Computed properties:
gap between HOMO and LUMO = 7.22 eV
2S+1 = 1
net charge = 0

Last column: Mulliken charge in e.
Positions of all 19 atoms, in Å:
C1 -1.01 0.44 -2.80  -1.022
C2 0.07 -0.54 -2.58  -0.103
C3 -0.28 -1.44 -1.38  -0.877
S1 -0.63 -0.79 0.38  -0.167
S2 -0.74 0.55 2.03  -0.026
C4 1.07 0.37 2.49  -0.733
H1 -0.84 1.46 -2.45  0.293
H2 -2.03 0.19 -2.31  0.275
H3 -1.20 0.68 -3.85  0.337
H4 1.06 0.06 -2.38  0.186
H5 0.23 -1.27 -3.43  0.302
H6 0.39 -2.24 -1.14  0.425
H7 -1.26 -1.95 -1.59  0.361
H8 1.42 1.34 2.64  0.300
H9 1.56 -0.21 1.77  0.148
H10 1.06 -0.11 3.42  0.375
O1 2.28 1.44 -0.36  -0.625
H11 2.69 0.57 -0.04  0.386
H12 1.45 0.94 -0.69  0.161

--- x ---
Density functional theory data (the ωB97M-V functional and the def2-TZVPD basis) for a cluster of 2 separate species, C4H12OS2 in total.

Computed properties:
gap between HOMO and LUMO = 9.50 eV
2S+1 = 1
net charge = 0

Last column: Mulliken charge in e.
Positions of all 19 atoms, in Å:
C1 -0.71 -0.43 -1.76  -0.970
C2 0.48 -1.27 -1.29  -0.424
S1 0.50 -1.83 0.42  -0.118
S2 0.30 -0.08 1.50  -0.118
C3 1.98 0.47 1.75  -0.396
C4 2.78 0.78 0.48  -1.006
H1 -1.02 -0.80 -2.73  0.339
H2 -0.46 0.63 -1.80  0.265
H3 -1.55 -0.55 -1.07  0.272
H4 1.42 -0.78 -1.52  0.271
H5 0.51 -2.20 -1.86  0.358
H6 1.83 1.39 2.31  0.314
H7 2.53 -0.25 2.36  0.328
H8 3.55 1.53 0.71  0.370
H9 2.13 1.26 -0.24  0.254
H10 3.20 -0.14 0.07  0.259
O1 -6.13 0.58 0.71  -0.636
H11 -5.63 1.36 0.43  0.317
H12 -5.71 0.34 1.54  0.319

--- y ---
Density functional theory data (the ωB97M-V functional and the def2-TZVPD basis) for a cluster of 2 separate species, C4H12OS2 in total.

Computed properties:
gap between HOMO and LUMO = 9.42 eV
2S+1 = 1
net charge = 0

Last column: Mulliken charge in e.
Positions of all 19 atoms, in Å:
C1 -1.63 2.28 -0.60  -1.012
C2 -1.57 1.52 0.70  -0.492
C3 -0.20 0.89 0.95  -0.507
S1 -0.19 -0.81 0.30  -0.099
S2 1.75 -1.53 0.89  -0.121
C4 2.74 -0.63 -0.31  -0.806
H1 -1.17 1.63 -1.36  0.256
H2 -0.96 3.15 -0.54  0.291
H3 -2.61 2.68 -0.93  0.330
H4 -2.20 0.62 0.68  0.281
H5 -1.89 2.18 1.52  0.290
H6 -0.01 0.84 2.03  0.404
H7 0.55 1.62 0.59  0.272
H8 3.72 -1.04 -0.50  0.355
H9 2.85 0.46 -0.11  0.268
H10 2.15 -0.55 -1.24  0.293
O1 -0.73 -4.56 -0.40  -0.621
H11 0.09 -4.07 -0.29  0.302
H12 -0.69 -4.67 -1.37  0.316

Which of them is most stable, and which least? Most stable: x; least stable: w.